No. 1
DFT (wB97M-V/def2-TZVPD) results for a cluster of 5 separate species, C24H57BNO4 in total at a distorted geometry.

Its largest force on an atom is 1.20 eV/Å. The calculation puts the LUMO energy at 2.5 eV. As for the charge: -1. Its gap between HOMO and LUMO is 6.145 eV. The HOMO energy comes out at -3.692 eV.

The geometry in XYZ format:
```
87
Properties=species:S:1:pos:R:3:mulliken_charge:R:1
C -3.8332 2.1192 -3.1166 -0.92
C -2.7074 1.6727 -3.0336 0.22
B -1.2987 0.9342 -2.7447 0.80
C -0.3121 1.8419 -1.7577 0.43
C -0.3423 3.3584 -2.0067 -0.75
C -1.3285 4.1965 -1.1376 -0.98
C -2.2831 3.4520 -0.1900 -0.12
C -1.8023 3.3286 1.2795 -0.86
C -0.3099 3.0039 1.4731 -0.11
C -0.0997 1.5763 2.0305 0.11
C 1.3887 1.1684 1.9452 -1.37
N -1.5252 -0.4774 -2.1557 -0.40
C -0.3049 -1.2356 -2.0187 -0.02
C -0.5603 -2.7131 -1.6119 -0.97
H -4.8301 2.4879 -3.1300 0.41
H -0.6941 0.7990 -3.8105 -0.40
H -0.4895 1.5783 -0.7100 -0.38
H 0.7074 1.5001 -1.9821 -0.34
H 0.6676 3.7594 -1.8325 0.12
H -0.5591 3.5271 -3.0642 0.52
H -1.9086 4.8422 -1.7998 0.44
H -0.7345 4.8829 -0.5206 0.43
H -2.5786 2.4697 -0.5506 -0.02
H -3.2092 4.0382 -0.1587 0.51
H -2.1076 4.2137 1.8447 0.27
H -2.3649 2.4990 1.7260 0.06
H 0.1090 3.7007 2.2087 0.64
H 0.2616 3.0723 0.5501 -0.13
H -0.6810 0.8928 1.4073 -0.29
H -0.4468 1.5603 3.0655 0.58
H 1.8871 1.6523 1.1104 0.16
H 1.4651 0.0882 1.8024 0.26
H 1.8691 1.4351 2.8886 0.40
H -1.9229 -0.3806 -1.2244 -0.20
H 0.2313 -1.2361 -2.9719 0.33
H 0.4001 -0.8247 -1.2721 0.00
H 0.0438 -3.3909 -2.2199 0.00
H -0.2931 -2.8915 -0.5646 0.21
H -1.6233 -2.9378 -1.7060 0.38
C -5.9154 -0.2019 0.4744 -1.51
C -4.6187 -0.9787 0.6399 0.60
C -4.7191 -2.0458 1.7178 -1.34
O -3.5513 -0.0924 0.9615 -0.28
H -6.1763 0.3093 1.4070 0.35
H -5.8034 0.5591 -0.2986 0.32
H -6.7408 -0.8621 0.2001 0.40
H -4.3502 -1.4402 -0.3113 0.23
H -4.9290 -1.5865 2.6894 0.30
H -3.7690 -2.5711 1.8099 0.25
H -5.5055 -2.7730 1.5031 0.43
H -3.7585 0.3329 1.8002 0.21
C 6.0230 3.6313 -0.5592 -1.34
C 4.9631 2.5394 -0.5228 0.36
C 4.1846 2.4689 -1.8283 -1.14
O 4.0702 2.7520 0.5668 -0.48
H 5.5562 4.6093 -0.7059 0.35
H 6.5691 3.6669 0.3847 0.33
H 6.7357 3.4653 -1.3691 0.38
H 5.4403 1.5769 -0.3308 0.27
H 3.6610 3.4109 -2.0126 0.29
H 3.4297 1.6837 -1.7835 0.21
H 4.8455 2.2707 -2.6744 0.43
H 3.6215 3.5930 0.4268 0.33
C 0.2861 -2.7973 4.1071 -1.50
C -1.0733 -2.1615 3.8623 1.09
C -1.4570 -1.2122 4.9865 -1.40
O -2.0715 -3.1707 3.7054 -0.50
H 0.2720 -3.3869 5.0294 0.40
H 0.5435 -3.4716 3.2899 0.36
H 1.0670 -2.0402 4.1931 0.35
H -1.0551 -1.6158 2.9178 -0.12
H -1.5257 -1.7520 5.9363 0.41
H -2.4327 -0.7656 4.7913 0.28
H -0.7235 -0.4120 5.0960 0.35
H -2.1203 -3.6806 4.5204 0.31
C 3.8631 -3.5305 -2.3394 -1.16
C 3.9458 -4.9317 -2.9244 0.38
C 2.6078 -5.6487 -2.8391 -1.20
O 4.9555 -5.6896 -2.2513 -0.56
H 3.5888 -3.5738 -1.2818 0.31
H 4.8303 -3.0306 -2.4054 0.32
H 3.1200 -2.9245 -2.8592 0.31
H 4.2630 -4.8741 -3.9667 0.28
H 2.2955 -5.7538 -1.7965 0.31
H 2.6816 -6.6529 -3.2593 0.33
H 1.8319 -5.1002 -3.3744 0.33
H 4.6980 -5.7528 -1.3259 0.35
```



No. 2
DFT (wB97M-V/def2-TZVPD) results for a cluster of 10 separate species, C24H58Cl4O13 in total at a distorted geometry.

Its largest force on an atom is 1.25 eV/Å. The calculation puts the LUMO energy at 0.2 eV. As for the structure (SMILES): C1CCOC1.C1CCOC1.C1CCOC1.ClCCl.ClCCl.OCCO.OCCO.OCCO.OCCO.OCCO. Its gap between HOMO and LUMO is 9.885 eV. The HOMO energy comes out at -9.731 eV.

The geometry in XYZ format:
```
99
Properties=species:S:1:pos:R:3:mulliken_charge:R:1
C 0.2675 -2.6277 -4.3691 -0.57
C -0.6866 -1.4931 -4.7671 -0.66
C -0.8059 -0.7575 -3.4430 0.26
O 0.5042 -0.7654 -2.9122 -0.17
C 1.1604 -1.9698 -3.3124 0.08
H 0.8097 -3.0497 -5.2128 0.45
H -0.3238 -3.4287 -3.9192 0.17
H -1.6397 -1.8484 -5.1555 0.36
H -0.2266 -0.8355 -5.5066 0.32
H -1.5566 -1.2288 -2.7905 -0.35
H -1.1125 0.2826 -3.5819 0.27
H 1.3119 -2.6382 -2.4586 -0.41
H 2.1465 -1.6856 -3.6858 0.41
C 2.6573 -5.2785 0.7993 -0.22
C 1.7894 -5.6800 1.9847 -0.66
C 0.4745 -5.0176 1.5996 -0.01
O 0.3731 -5.1674 0.1826 -0.37
C 1.6807 -5.2553 -0.3804 -0.10
H 3.5565 -5.8725 0.6441 0.43
H 3.0248 -4.2666 1.0080 -0.08
H 2.1824 -5.2782 2.9180 0.29
H 1.6525 -6.7568 2.0814 0.30
H 0.4481 -3.9544 1.8729 -0.15
H -0.3952 -5.5013 2.0437 0.39
H 1.8852 -4.3930 -1.0229 -0.16
H 1.7251 -6.1700 -0.9750 0.37
C -3.8575 1.2462 -1.6736 0.34
C -4.8758 0.2125 -1.1827 -0.63
C -4.8236 0.4750 0.3243 -0.13
O -4.8761 1.8772 0.4028 -0.45
C -4.0544 2.3959 -0.6485 -0.13
H -4.0310 1.5578 -2.7011 0.49
H -2.8296 0.8973 -1.5518 -0.53
H -4.6726 -0.8264 -1.4337 0.18
H -5.8549 0.5384 -1.5387 0.38
H -3.9007 0.0389 0.7257 0.00
H -5.6859 0.0315 0.8190 0.46
H -3.0794 2.7024 -0.2541 -0.18
H -4.5801 3.2704 -1.0321 0.32
C -1.3457 4.0190 2.6968 0.80
C -2.8336 3.7950 2.5437 -0.40
O -3.4955 4.2653 3.7200 -0.59
O -1.0715 5.4134 2.8822 -0.59
H -0.7642 3.6667 1.8470 -0.46
H -1.0772 3.4725 3.6081 0.31
H -3.0538 2.7361 2.4338 0.07
H -3.2337 4.3486 1.6879 0.34
H -3.4493 5.2248 3.6801 0.34
H -0.7820 5.5521 3.7867 0.33
C 4.0429 -0.3608 -0.4576 -0.06
C 3.5263 0.5657 -1.5189 0.20
O 4.5590 1.4846 -1.8857 -0.62
O 4.3798 0.3020 0.7539 -0.60
H 4.9448 -0.8635 -0.8098 0.44
H 3.2559 -1.0966 -0.2493 -0.20
H 2.6662 1.1225 -1.1255 -0.24
H 3.1915 -0.0231 -2.3795 0.25
H 4.1537 2.1969 -2.3878 0.36
H 3.8247 1.0921 0.8225 0.37
C 1.9640 5.4416 -0.9074 -0.56
C 1.0331 4.8050 0.0970 -0.29
O 0.5752 3.5328 -0.3757 -0.50
O 1.3702 5.5775 -2.1911 -0.53
H 2.8342 4.7943 -1.0128 0.25
H 2.3170 6.4081 -0.5282 0.37
H 0.1872 5.4464 0.3627 0.43
H 1.5921 4.5874 1.0078 0.10
H -0.0149 3.6527 -1.1257 0.26
H 0.5501 6.0725 -2.0946 0.33
C 1.9059 2.0790 2.7646 0.44
C 3.1427 2.0465 3.6185 -0.78
O 3.6763 3.3528 3.7714 -0.59
O 2.3140 2.1215 1.3734 0.03
H 1.3112 2.9601 3.0184 0.14
H 1.2742 1.1988 2.8520 -0.05
H 3.8955 1.3250 3.2868 0.29
H 2.8221 1.6826 4.5989 0.39
H 3.8858 3.6713 2.8878 0.34
H 1.5559 2.3525 0.8191 -0.16
C -2.8522 -2.8313 -0.3479 0.94
C -2.6917 -3.8106 -1.4867 -0.58
O -3.5327 -3.4764 -2.6009 -0.54
O -4.1396 -2.8296 0.2462 -0.57
H -2.6371 -1.8295 -0.7458 -0.63
H -2.1464 -3.0939 0.4403 0.16
H -2.9106 -4.8332 -1.1683 0.52
H -1.6631 -3.7633 -1.8423 -0.01
H -4.4005 -3.8715 -2.4784 0.33
H -4.7911 -3.0983 -0.4084 0.37
C 2.7521 -2.0775 3.1361 1.61
Cl 1.7617 -1.0490 4.1774 -0.18
Cl 3.8495 -3.1112 4.0476 -0.20
H 2.0964 -2.6628 2.5054 -1.04
H 3.3732 -1.4158 2.5371 -0.20
C -0.3034 0.0683 -0.1224 1.17
Cl 0.4709 -1.4454 0.4413 0.18
Cl -1.0646 0.8952 1.2334 -0.23
H 0.5019 0.6633 -0.5272 -0.57
H -1.0841 -0.2296 -0.8045 -0.79
```